Record 1
Molecular formula: CH5N3O3
Method: DFT, wB97M-V/def2-TZVPD

Energy ... -11723.351 eV
Gap between HOMO and LUMO (spin up / spin down) ... 9.40 / 7.21 eV
M ... 107.1 Da
E_HOMO (spin up / spin down) ... -0.329 / -0.281 hartree
Energy above the lowest of the compared OMol25 structures with the same formula, charge and spin ... 519.3 kJ/mol

Geometry as XYZ:
```
12
Properties=species:S:1:pos:R:3:mulliken_charge:R:1
C -0.475 0.104 -0.931 -0.8530
N 0.459 -0.268 1.348 -0.6868
N -0.324 0.409 0.470 0.7385
N 0.345 2.936 0.628 0.6590
O 1.109 2.112 0.347 -0.3387
O 0.360 4.098 0.858 -0.4756
O -1.221 1.201 0.959 -0.5792
H -1.110 -0.846 -1.051 0.3168
H -1.122 0.783 -1.392 0.3594
H 0.499 -0.125 -1.507 0.2616
H 1.472 -0.338 0.956 0.2900
H 0.355 0.279 2.308 0.3082
```

***

Record 2
Molecular formula: C2H3N2O2
Method: DFT, wB97M-V/def2-TZVPD

Energy ... -9186.486 eV
Net charge ... +1
Gap between HOMO and LUMO ... 10.97 eV
M ... 87.1 Da
E_HOMO ... -0.612 hartree
Energy above the lowest of the compared OMol25 structures with the same formula, charge and spin ... 370.4 kJ/mol

Geometry as XYZ:
```
9
Properties=species:S:1:pos:R:3:mulliken_charge:R:1
C 0.964 -0.267 -0.956 0.7429
C 0.760 -1.621 -0.832 -0.9160
N -0.708 -0.255 0.668 -0.4939
N -1.683 -0.369 0.124 0.9693
O 1.234 0.794 -1.134 -0.0079
O -2.730 -0.144 -0.342 -0.4487
H 0.608 -2.086 0.187 0.4105
H -0.085 -2.032 -1.527 0.3935
H 1.712 -2.067 -1.257 0.3503
```

***

Record 3
Molecular formula: CH4O4Si
Method: DFT, wB97M-V/def2-TZVPD

Energy ... -17167.112 eV
Gap between HOMO and LUMO (spin up / spin down) ... 6.47 / 7.53 eV
Multiplicity ... 3
M ... 108.1 Da
E_HOMO (spin up / spin down) ... -0.236 / -0.393 hartree
Energy above the lowest of the compared OMol25 structures with the same formula, charge and spin ... 0.0 kJ/mol

Geometry as XYZ:
```
10
Properties=species:S:1:pos:R:3:mulliken_charge:R:1
C -0.409 -1.995 1.461 0.2833
O -0.891 -2.816 2.168 -0.4653
O 0.338 0.437 -0.787 -0.4796
O 0.356 2.867 -1.762 -0.4218
O -1.237 -1.208 0.728 -0.3927
Si -0.592 1.774 -1.026 0.1608
H 0.637 -1.753 1.189 0.1970
H 1.251 0.315 -0.597 0.3293
H 1.282 2.882 -1.719 0.3258
H -0.736 -0.503 0.346 0.4633
```

***

Record 4
Molecular formula: C2H2NO2S
Method: DFT, wB97M-V/def2-TZVPD

Energy ... -18523.221 eV
Net charge ... -1
Gap between HOMO and LUMO (spin up / spin down) ... 6.96 / 6.97 eV
M ... 104.1 Da
E_HOMO (spin up / spin down) ... -0.110 / -0.111 hartree
Energy above the lowest of the compared OMol25 structures with the same formula, charge and spin ... 502.5 kJ/mol

Geometry as XYZ:
```
8
Properties=species:S:1:pos:R:3:mulliken_charge:R:1
C 0.086 0.991 -0.579 0.0813
C -1.401 0.077 0.113 -0.4964
N -1.139 1.310 -0.504 -0.4324
O 2.395 0.359 0.696 -0.5930
O 1.441 -1.297 -0.809 -0.5973
S 1.186 -0.418 0.355 0.5451
H -1.513 -0.788 -0.447 0.2887
H -1.054 -0.234 1.175 0.2039
```

***

Record 5
Molecular formula: C2H2F2O3
Method: DFT, wB97M-V/def2-TZVPD

Energy ... -13682.851 eV
Gap between HOMO and LUMO ... 10.72 eV
M ... 112.0 Da
E_HOMO ... -0.373 hartree
Energy above the lowest of the compared OMol25 structures with the same formula, charge and spin ... 146.8 kJ/mol

Geometry as XYZ:
```
9
Properties=species:S:1:pos:R:3:mulliken_charge:R:1
C -1.280 -0.439 -0.285 0.4612
C 0.561 0.231 0.150 0.6731
O -1.813 -1.187 0.455 -0.4385
O 1.286 0.268 -0.975 -0.4751
O 1.002 -0.624 1.072 -0.4945
F -1.799 0.068 -1.395 -0.1972
F 0.323 1.486 0.650 -0.2817
H 1.437 1.169 -1.290 0.3535
H 0.282 -0.973 1.619 0.3992
```

***

Record 6
Molecular formula: C36H108N18O6P6
Method: DFT, wB97M-V/def2-TZVPD

Energy ... -133880.269 eV
Gap between HOMO and LUMO ... 7.06 eV
M ... 1075.2 Da
E_HOMO ... -0.249 hartree
Energy above the lowest of the compared OMol25 structures with the same formula, charge and spin ... 4949.3 kJ/mol

Geometry as XYZ:
```
174
Properties=species:S:1:pos:R:3:mulliken_charge:R:1
O -7.929 10.249 -15.241 -1.0234
P -7.415 9.795 -16.522 0.2835
N -8.374 8.727 -17.408 0.4271
C -9.646 8.312 -16.706 -1.5885
C -7.971 7.858 -18.464 -1.1798
N -5.948 8.992 -16.304 0.5524
C -6.043 7.729 -15.477 -1.0261
C -4.679 9.698 -16.216 -1.1500
N -7.186 10.998 -17.688 0.1919
C -6.432 10.811 -18.937 -0.9554
C -7.555 12.382 -17.255 -1.0404
H -9.346 7.917 -15.735 1.6819
H -10.255 7.622 -17.290 0.5249
H -10.324 9.110 -16.403 0.3185
H -8.252 6.833 -18.222 0.4219
H -6.886 7.841 -18.563 0.4209
H -8.328 8.194 -19.437 0.2750
H -6.683 6.917 -15.822 0.0717
H -5.107 7.193 -15.319 0.5816
H -6.359 8.046 -14.483 0.3247
H -4.697 10.346 -15.340 0.4226
H -3.882 9.011 -15.931 0.3287
H -4.312 10.343 -17.014 0.2722
H -7.021 10.241 -19.655 0.1747
H -6.406 11.862 -19.227 0.4125
H -5.437 10.424 -18.721 0.2974
H -8.225 12.899 -17.942 0.3662
H -6.769 13.133 -17.178 0.3806
H -8.025 12.463 -16.274 0.2577
O -5.702 7.370 -8.532 -0.9711
P -6.708 6.616 -7.752 0.6427
N -7.147 5.186 -8.564 0.1967
C -6.427 3.906 -8.422 -0.9921
C -7.741 5.252 -9.894 -1.9827
N -8.180 7.632 -7.600 0.4988
C -9.569 7.186 -7.421 -0.7372
C -8.105 9.103 -7.552 -1.4309
N -6.331 6.157 -6.111 0.1384
C -7.417 5.461 -5.369 -1.2164
C -5.595 6.927 -5.211 -0.9648
H -6.134 3.761 -7.382 0.5711
H -5.563 3.744 -9.066 0.3920
H -7.085 3.095 -8.736 0.4476
H -8.168 4.295 -10.193 1.9696
H -6.983 5.570 -10.610 -0.2265
H -8.475 6.053 -9.981 -1.3750
H -10.279 7.813 -7.961 -0.1076
H -9.718 6.108 -7.480 0.4396
H -9.826 7.216 -6.362 0.4638
H -8.993 9.589 -7.956 0.7570
H -7.927 9.414 -6.522 0.5605
H -7.240 9.354 -8.166 0.2512
H -7.776 4.689 -6.050 0.3024
H -7.028 4.925 -4.504 0.4063
H -8.144 6.198 -5.028 0.3042
H -4.671 7.225 -5.707 0.3407
H -5.184 6.428 -4.333 0.3283
H -6.136 7.831 -4.933 0.2957
O -9.203 5.345 -11.140 -0.4544
P -9.335 6.731 -11.647 0.5562
N -8.470 6.949 -13.126 1.7374
C -7.969 5.821 -13.886 -1.6315
C -8.596 8.114 -13.971 -2.0912
N -8.820 7.787 -10.420 1.2750
C -7.508 8.412 -10.496 -0.7377
C -9.556 7.995 -9.127 0.0546
N -10.956 7.354 -11.913 0.2474
C -11.261 8.758 -12.271 -1.6230
C -12.043 6.585 -11.360 -0.0456
H -6.905 5.614 -13.775 0.5655
H -8.039 5.930 -14.969 0.7137
H -8.378 4.861 -13.570 0.3400
H -7.678 8.701 -13.985 0.6903
H -9.280 8.802 -13.473 0.9771
H -9.073 8.025 -14.947 -1.5475
H -7.249 8.495 -11.552 -0.0493
H -7.543 9.364 -9.966 0.3046
H -6.739 7.865 -9.951 -0.1077
H -10.570 7.958 -9.527 -1.0199
H -9.494 7.097 -8.512 0.3117
H -9.273 8.979 -8.754 -0.4275
H -11.073 8.918 -13.333 0.1765
H -12.300 9.043 -12.108 0.2052
H -10.555 9.410 -11.755 1.6036
H -12.024 5.654 -11.927 -0.3785
H -13.029 7.050 -11.353 1.3484
H -11.870 6.508 -10.287 0.2603
O -5.627 4.723 -14.548 -0.8739
P -5.715 3.624 -13.568 -0.1514
N -6.500 2.166 -14.211 0.2062
C -6.312 1.740 -15.749 -0.9400
C -7.474 1.296 -13.503 -0.7437
N -6.272 3.881 -11.984 0.4851
C -7.605 4.330 -11.594 -2.8548
C -5.280 4.548 -11.047 -1.3078
N -4.194 2.971 -13.322 0.5761
C -3.013 3.551 -13.859 -1.1065
C -3.968 1.582 -12.955 -1.0992
H -5.438 1.095 -15.835 0.2806
H -6.065 2.669 -16.264 0.2505
H -7.132 1.174 -16.190 0.3736
H -7.956 0.701 -14.279 0.3466
H -8.174 1.847 -12.876 0.1587
H -7.035 0.609 -12.780 0.2362
H -8.463 3.955 -12.152 1.4858
H -7.733 3.960 -10.576 -0.1189
H -7.654 5.409 -11.736 1.0751
H -4.278 4.491 -11.473 0.5920
H -5.574 5.591 -11.164 0.6966
H -5.211 4.262 -9.997 -0.3898
H -2.840 3.527 -14.935 0.2810
H -3.076 4.639 -13.888 0.3064
H -2.089 3.112 -13.482 0.3428
H -4.829 1.002 -12.622 0.2597
H -3.210 1.435 -12.185 0.3360
H -3.526 1.093 -13.823 0.4063
O -11.788 13.760 -10.149 -0.8608
P -11.827 12.387 -9.664 0.2158
N -13.069 11.402 -10.391 0.5340
C -14.522 11.653 -9.878 -1.2393
C -12.912 11.019 -11.782 -1.4871
N -11.986 12.133 -8.062 0.4572
C -11.591 13.097 -7.044 -1.2437
C -12.511 10.876 -7.514 -1.0650
N -10.388 11.483 -9.994 0.9989
C -9.154 12.139 -10.188 -1.1491
C -10.263 10.134 -9.746 -2.3419
H -15.001 10.761 -9.472 0.3631
H -15.195 12.155 -10.574 0.3388
H -14.473 12.233 -8.957 0.4550
H -13.912 10.774 -12.137 0.5848
H -12.441 10.036 -11.818 0.3625
H -12.644 11.886 -12.385 0.2383
H -12.298 13.332 -6.248 0.3237
H -10.645 12.688 -6.690 0.4394
H -11.083 13.904 -7.572 0.3385
H -13.561 10.754 -7.780 0.2250
H -11.907 10.066 -7.920 0.2850
H -12.350 10.738 -6.445 0.4558
H -9.306 13.095 -9.687 0.4423
H -8.373 11.692 -9.574 0.3619
H -8.962 12.316 -11.246 0.2151
H -9.607 9.703 -10.503 0.7624
H -11.192 9.592 -9.921 0.8479
H -9.723 10.012 -8.807 0.2654
O -16.500 7.417 -12.702 -0.9000
P -16.400 5.952 -12.759 0.3988
N -16.188 5.210 -14.298 0.2210
C -15.306 4.091 -14.717 -0.8482
C -17.068 5.728 -15.353 -0.9225
N -17.774 5.162 -12.020 0.4122
C -18.490 4.091 -12.660 -0.9248
C -18.341 5.657 -10.813 -1.0776
N -15.007 5.472 -11.857 0.3839
C -13.678 6.128 -12.038 -2.0795
C -14.986 4.144 -11.150 -1.1460
H -15.080 4.256 -15.771 0.3689
H -15.962 3.223 -14.643 0.2909
H -14.405 4.045 -14.106 0.1682
H -17.035 6.810 -15.222 0.3237
H -18.102 5.551 -15.057 0.1891
H -16.811 5.411 -16.364 0.3761
H -17.758 3.508 -13.220 0.2618
H -19.078 3.485 -11.970 0.3066
H -19.113 4.453 -13.477 0.2571
H -19.157 6.302 -11.140 0.3872
H -18.791 4.907 -10.162 0.3087
H -17.638 6.374 -10.390 0.2988
H -13.627 6.906 -12.800 0.5299
H -13.362 6.500 -11.063 0.1836
H -12.977 5.418 -12.476 0.4736
H -14.505 4.267 -10.179 0.2875
H -14.398 3.590 -11.882 0.3794
H -15.986 3.724 -11.045 0.2774
```